1.
Here is the molecule C2H5NO2S at a distorted geometry from OMol25. Energies are from ωB97M-V with the def2-TZVPD basis set.

Geometry as ORCA input:
```
! wB97M-V def2-TZVPD RIJCOSX def2/J DEFGRID3
* xyz 0 1
C 0.090 1.556 -0.809
C -0.707 -0.481 0.257
H 0.467 2.098 0.026
H 0.866 1.025 -1.418
H -0.480 2.202 -1.471
H 1.386 -0.305 0.234
H -0.083 -2.362 1.301
N 0.583 -0.846 0.499
O -0.952 0.663 -0.327
O 0.827 -2.141 0.934
S -1.996 -1.409 0.774
*
```

For the lowest unoccupied orbital energy, the calculation gives 0.51 eV. For the largest force on an atom, the calculation gives 1.73 eV/Å. The structure (SMILES) is COC(=S)NO. For the HOMO-LUMO gap, the calculation gives 9.3042 eV. As for the energy above the lowest of the compared OMol25 structures with the same formula, charge and spin: 55.83 kcal per mole. The calculation puts the total energy at -18573.148 eV. The value obtained for the HOMO energy is -0.3233 Ha.


2.
Here is a structure of composition C24H48ClLi2O10 at a distorted geometry from OMol25. Energies are from ωB97M-V with the def2-TZVPD basis set.

Geometry as ORCA input:
```
! wB97M-V def2-TZVPD RIJCOSX def2/J DEFGRID3
* xyz 1 1
Li -0.608 -2.085 -1.921
Li -4.647 -0.139 -0.303
Cl -0.749 0.108 0.323
O -0.176 1.342 0.748
O -0.076 -1.031 0.857
O -2.144 0.084 0.707
O -0.686 0.003 -1.138
C 5.481 -2.670 2.361
C 4.509 -1.681 1.738
C 3.256 -2.537 1.640
O 3.734 -3.792 1.193
C 5.035 -4.017 1.714
H 5.304 -2.683 3.439
H 6.544 -2.491 2.210
H 4.890 -1.380 0.759
H 4.365 -0.753 2.293
H 2.551 -2.052 0.960
H 2.727 -2.675 2.591
H 5.767 -4.332 0.975
H 5.029 -4.696 2.571
C 3.383 1.572 -2.052
C 2.714 2.096 -0.771
C 3.768 3.084 -0.332
O 4.160 3.767 -1.532
C 3.939 2.879 -2.631
H 2.725 1.049 -2.746
H 4.149 0.842 -1.778
H 2.647 1.282 -0.049
H 1.760 2.529 -1.061
H 4.626 2.496 0.020
H 3.519 3.763 0.479
H 4.856 2.770 -3.212
H 3.203 3.271 -3.340
C -5.039 -3.385 2.368
C -5.536 -4.100 1.097
C -5.788 -2.962 0.076
O -5.066 -1.840 0.638
C -4.273 -2.265 1.763
H -4.432 -4.060 2.965
H -5.922 -3.022 2.896
H -6.413 -4.725 1.251
H -4.725 -4.759 0.783
H -6.814 -2.686 -0.143
H -5.296 -3.314 -0.834
H -3.944 -1.434 2.389
H -3.305 -2.581 1.345
C -3.588 3.971 -1.549
C -2.771 3.149 -2.527
C -3.497 1.797 -2.589
O -3.964 1.624 -1.242
C -4.052 2.882 -0.550
H -4.485 4.402 -1.998
H -3.044 4.722 -0.983
H -1.755 3.050 -2.147
H -2.749 3.572 -3.532
H -2.722 1.056 -2.783
H -4.298 1.792 -3.327
H -3.236 2.829 0.181
H -5.006 3.030 -0.048
C 1.037 -5.709 -0.006
C -0.110 -5.532 0.921
C -0.380 -4.046 0.770
O -0.163 -3.773 -0.642
C 0.641 -4.824 -1.196
H 1.525 -6.666 -0.187
H 1.902 -5.241 0.494
H 0.118 -5.725 1.970
H -0.989 -6.098 0.592
H 0.402 -3.529 1.337
H -1.309 -3.671 1.192
H 1.539 -4.607 -1.773
H -0.021 -5.473 -1.781
C 1.229 5.504 -1.057
C 1.779 6.330 0.091
C 0.685 6.382 1.170
O -0.409 5.732 0.522
C 0.113 4.716 -0.308
H 1.926 4.940 -1.670
H 0.621 6.137 -1.713
H 2.234 7.268 -0.228
H 2.618 5.736 0.476
H 0.334 7.385 1.402
H 1.007 5.881 2.086
H -0.651 4.330 -0.979
H 0.488 3.888 0.305
*
```

For the lowest unoccupied orbital energy, the calculation gives -3.39 eV. For the largest force on an atom, the calculation gives 2.75 eV/Å. For the HOMO-LUMO gap, the calculation gives 7.6373 eV. As for the energy above the lowest of the compared OMol25 structures with the same formula, charge and spin: 13.77 kcal per mole. The calculation puts the total energy at -59060.643 eV. The value obtained for the HOMO energy is -0.4053 Ha.


3.
Here is the molecule C21H23N5O from OMol25. Energies are from ωB97M-V with the def2-TZVPD basis set.

Geometry as ORCA input:
```
! wB97M-V def2-TZVPD RIJCOSX def2/J DEFGRID3
* xyz 0 1
O -2.237 1.789 -2.404
C -1.277 1.087 -2.179
N -0.100 1.546 -1.666
C 0.996 0.772 -1.293
N 1.931 1.414 -0.714
C 1.543 2.800 -0.593
H 2.321 3.415 -1.058
C 1.468 3.251 0.898
N 0.860 2.384 1.862
C -0.568 2.164 1.766
C -0.949 1.009 2.688
N -0.333 -0.207 2.216
C -1.003 -1.086 1.388
C -0.418 -2.328 1.101
C -1.082 -3.271 0.345
C -2.342 -3.008 -0.166
C -2.923 -1.779 0.089
C -2.270 -0.830 0.852
H -2.757 0.120 1.010
H -3.899 -1.546 -0.312
H -2.863 -3.750 -0.753
H -0.611 -4.225 0.158
H 0.556 -2.563 1.498
C 1.115 -0.120 2.095
C 1.637 1.291 2.408
H 1.679 1.416 3.501
H 2.656 1.359 2.028
H 1.410 -0.394 1.078
H 1.596 -0.820 2.792
H -2.030 0.885 2.735
H -0.593 1.209 3.703
H -1.087 3.089 2.052
H -0.894 1.887 0.753
H 2.490 3.437 1.235
H 0.928 4.205 0.915
C 0.208 2.934 -1.376
H -0.591 3.410 -0.806
H 0.336 3.485 -2.314
C 0.957 -0.633 -1.624
C 2.033 -1.487 -1.401
C 1.952 -2.812 -1.774
C 0.797 -3.292 -2.380
C -0.280 -2.458 -2.603
C -0.214 -1.121 -2.222
N -1.276 -0.269 -2.432
H -2.138 -0.648 -2.798
H -1.179 -2.833 -3.069
H 0.738 -4.327 -2.680
H 2.786 -3.475 -1.603
H 2.922 -1.081 -0.943
*
```

For the lowest unoccupied orbital energy, the calculation gives 0.52 eV. For the largest force on an atom, the calculation gives 0.77 eV/Å. The structure (SMILES) is O=C1Nc2ccccc2C2=N[C@H](CN3CCN(c4ccccc4)CC3)CN12. For the HOMO-LUMO gap, the calculation gives 8.0520 eV. As for the energy above the lowest of the compared OMol25 structures with the same formula, charge and spin: 0.00 kcal per mole. The calculation puts the total energy at -31649.500 eV. The value obtained for the HOMO energy is -0.2769 Ha.


4.
Here is the molecule C2H3N3O at a distorted geometry from OMol25. Energies are from ωB97M-V with the def2-TZVPD basis set.

Geometry as ORCA input:
```
! wB97M-V def2-TZVPD RIJCOSX def2/J DEFGRID3
* xyz 0 1
C 1.161 -0.282 -0.142
C -1.426 -0.049 -0.012
H 1.009 1.702 0.247
H 2.354 -0.241 0.007
H -2.506 -0.360 0.063
N 0.571 0.823 0.129
N 0.563 -1.367 -0.122
N -0.859 1.092 -0.222
O -0.867 -1.319 0.053
*
```

For the lowest unoccupied orbital energy, the calculation gives 0.77 eV. For the largest force on an atom, the calculation gives 5.82 eV/Å. The structure (SMILES) is C1=NNC=NO1. For the HOMO-LUMO gap, the calculation gives 9.3632 eV. As for the energy above the lowest of the compared OMol25 structures with the same formula, charge and spin: 102.49 kcal per mole. The calculation puts the total energy at -8636.050 eV. The value obtained for the HOMO energy is -0.3159 Ha.


5.
Here is a cluster of 8 separate species, C12H34F6N8O10 in total at a distorted geometry from OMol25. Energies are from ωB97M-V with the def2-TZVPD basis set.

Geometry as ORCA input:
```
! wB97M-V def2-TZVPD RIJCOSX def2/J DEFGRID3
* xyz 0 1
O 0.688 -0.445 -1.371
H 1.259 -0.723 -0.600
H -0.195 -0.941 -1.341
H 0.453 0.538 -1.216
O 2.168 2.268 0.798
H 2.452 2.856 1.506
H 1.216 2.454 0.438
H 2.380 1.252 0.977
C -1.166 2.730 -0.075
O -0.310 3.321 0.919
O -0.326 2.230 -0.968
C -2.148 1.684 0.445
F -2.867 2.085 1.507
F -3.001 1.369 -0.541
F -1.545 0.545 0.791
C -0.864 4.181 1.898
C 0.238 4.998 2.543
H 0.660 4.487 3.411
H 1.091 5.142 1.877
H -0.154 5.976 2.809
H -1.473 3.595 2.598
H -1.690 4.828 1.561
H -1.810 3.571 -0.417
C 2.323 -1.016 1.838
O 1.696 -0.129 2.761
O 2.500 -0.294 0.693
C 3.660 -1.421 2.464
F 4.376 -0.347 2.851
F 3.486 -2.123 3.597
F 4.402 -2.120 1.615
C 0.611 -0.711 3.457
C -0.034 0.379 4.280
H -0.090 1.337 3.759
H -1.009 0.161 4.717
H 0.566 0.621 5.167
H 0.954 -1.470 4.175
H -0.144 -1.211 2.852
H 1.790 -1.968 1.684
C -0.602 1.696 -4.415
O 0.080 0.805 -3.964
N -0.650 2.012 -5.770
N -1.369 2.510 -3.597
H -0.148 1.384 -6.374
H -1.489 2.404 -6.157
H -1.795 3.298 -4.042
H -1.233 2.492 -2.598
C -1.020 -3.358 -0.650
O -1.209 -2.237 -1.193
N 0.094 -4.104 -0.939
N -2.020 -4.068 -0.036
H 0.890 -3.548 -1.307
H 0.336 -4.991 -0.544
H -1.812 -5.037 0.078
H -2.940 -3.654 0.131
C 3.557 -2.725 -1.917
O 2.324 -2.741 -1.779
N 4.288 -1.670 -1.400
N 4.273 -3.653 -2.627
H 5.286 -1.744 -1.429
H 3.787 -1.186 -0.644
H 5.188 -3.544 -3.010
H 3.671 -4.323 -3.085
C -4.736 -1.943 -0.531
O -4.823 -3.031 0.048
N -3.828 -1.713 -1.542
N -5.593 -0.877 -0.271
H -3.902 -0.813 -1.967
H -2.957 -2.274 -1.552
H -5.686 -0.168 -0.965
H -6.105 -0.889 0.587
*
```

For the lowest unoccupied orbital energy, the calculation gives 0.54 eV. For the largest force on an atom, the calculation gives 2.49 eV/Å. For the HOMO-LUMO gap, the calculation gives 9.4637 eV. The calculation puts the total energy at -61699.645 eV. The value obtained for the HOMO energy is -0.3279 Ha.


6.
Here is a structure of composition C20H36NO3P2Y at a distorted geometry from OMol25. Energies are from ωB97M-V with the def2-TZVPD basis set.

Geometry as ORCA input:
```
! wB97M-V def2-TZVPD RIJCOSX def2/J DEFGRID3
* xyz 0 1
C -1.021 3.176 -2.691
C -1.055 2.104 -1.805
N 0.095 1.730 -1.170
C 1.279 2.343 -1.514
C 1.347 3.385 -2.427
C 0.178 3.816 -3.033
C -2.423 1.423 -1.615
P -2.532 0.173 -0.220
Y 0.024 0.396 0.937
P 2.601 0.244 -0.128
C 2.584 1.957 -0.828
C -0.074 -1.834 1.908
C -0.563 -1.629 3.174
C -0.586 -2.720 4.071
C -0.150 -3.985 3.652
C 0.292 -4.157 2.327
C 0.303 -3.061 1.424
O -1.794 -1.169 -4.899
O 1.720 -1.424 -3.045
H -1.957 3.381 -3.201
H 2.292 3.903 -2.622
H 0.162 4.616 -3.772
C -3.730 1.152 0.786
C -3.535 -1.188 -0.927
H 3.434 2.012 -1.529
H 2.821 2.650 0.002
H -2.807 0.996 -2.577
H -3.183 2.181 -1.337
C 3.712 0.443 1.313
C 3.634 -0.641 -1.325
H -0.927 -0.657 3.504
H -0.940 -2.593 5.096
H -0.155 -4.847 4.343
H 0.603 -5.157 1.992
H 0.543 -3.195 0.365
H 1.087 -2.128 -2.759
H 1.633 -1.412 -4.006
H -1.550 -1.084 -3.919
H -1.686 -0.233 -5.213
H -0.027 -3.454 -1.786
H -4.595 1.258 0.120
H -4.029 0.770 1.779
H -3.293 2.149 0.923
H -4.589 -0.881 -0.982
H -3.152 -1.369 -1.944
H -3.469 -2.135 -0.365
H 4.627 -0.181 -1.423
H 3.739 -1.684 -0.997
H 3.100 -0.698 -2.285
H 4.720 0.747 1.000
H 3.301 1.189 2.008
H 3.780 -0.516 1.846
C -0.788 3.930 2.165
C 0.523 3.242 2.471
C 0.971 3.420 3.892
O 0.435 1.856 2.224
H -1.627 3.472 2.699
H -1.059 3.859 1.105
H -0.727 4.986 2.451
H 1.274 3.676 1.794
H 0.281 2.928 4.575
H 1.926 2.926 4.040
H 1.043 4.474 4.145
*
```

For the lowest unoccupied orbital energy, the calculation gives -0.58 eV. For the largest force on an atom, the calculation gives 3.46 eV/Å. For the HOMO-LUMO gap, the calculation gives 4.4358 eV. As for the energy above the lowest of the compared OMol25 structures with the same formula, charge and spin: 55.38 kcal per mole. The calculation puts the total energy at -48574.859 eV. The value obtained for the HOMO energy is -0.1845 Ha.